1.
C8H21FN4O4P | wB97M-V/def2-TZVPD

Structure (XYZ):
```
39
Properties=species:S:1:pos:R:3:forces:R:3:mulliken_charge:R:1
C 3.8118 1.3774 0.7797 -0.27 0.43 0.00 -1.190
C 3.2347 1.3440 -0.6376 0.43 0.24 0.44 0.538
O 2.9998 0.0493 -1.1369 -0.13 -0.04 -0.37 -0.449
C 1.8520 -0.5640 -0.6115 0.21 -0.11 0.00 -0.509
C 0.5590 -0.0014 -1.2259 -0.08 0.20 -0.23 -0.841
N -0.6045 0.0800 -0.3053 0.14 -0.37 0.68 0.464
C -1.1451 -1.2339 0.0684 -0.16 0.13 0.37 -0.697
C -1.7734 -1.9285 -1.1325 -0.90 0.17 -0.84 -0.515
O -2.6658 -1.4286 -1.7820 1.01 -0.33 0.76 -0.471
C -0.4505 0.9448 0.7456 -0.57 0.03 -0.33 0.261
N -0.1062 0.4256 1.9947 0.01 0.31 -0.40 -0.003
F 0.1551 1.4603 2.8768 -0.37 -0.05 0.17 -0.225
N -0.6219 2.2251 0.5790 0.75 0.14 0.07 -0.220
P -1.1954 3.0011 -0.9903 -0.17 0.30 -0.85 0.384
N 0.2175 3.7355 -1.5886 -0.01 -0.14 0.87 -0.484
O -1.8966 4.3095 -0.3304 -0.11 -0.61 0.09 -0.486
H 3.5359 0.5113 1.3719 0.03 -0.20 0.00 0.321
H 3.4184 2.2500 1.3008 0.01 0.08 0.11 0.324
H 4.8889 1.4915 0.7744 0.17 -0.27 -0.03 0.347
H 2.3267 1.9554 -0.6618 -0.24 -0.11 -0.04 -0.595
H 3.9372 1.8214 -1.3121 0.02 -0.05 -0.24 0.470
H 1.8683 -0.5088 0.4778 -0.26 0.08 0.18 0.323
H 1.9278 -1.6138 -0.8765 0.11 -0.15 0.04 0.353
H 0.7141 0.9782 -1.6665 0.17 0.12 0.01 0.315
H 0.2651 -0.6393 -2.0528 -0.26 0.02 -0.11 0.491
H -1.9722 -1.0804 0.7633 -0.16 -0.02 0.01 0.651
H -0.4287 -1.8785 0.5784 0.23 -0.12 -0.18 0.335
H -1.4086 -2.9425 -1.3581 0.07 0.01 0.01 0.475
H -0.8429 -0.1447 2.4075 0.15 -0.21 0.18 0.289
H -0.4444 2.8077 1.3905 0.17 -0.06 0.14 0.348
H 1.0805 3.2484 -1.3744 0.07 -0.07 -0.44 0.344
H 0.3184 4.6934 -1.2665 -0.01 0.09 -0.11 0.327
H -1.5898 4.5406 0.5507 0.00 0.46 0.10 0.315
C -3.3028 -5.2185 0.7569 0.00 0.09 -0.03 -0.589
O -3.1615 -3.7942 0.6924 0.20 0.04 -0.10 -0.454
H -2.9451 -5.5371 1.7313 0.01 0.03 0.03 0.225
H -4.3484 -5.5096 0.6505 0.01 -0.03 0.02 0.273
H -2.7087 -5.7086 -0.0174 -0.01 -0.04 0.02 0.267
H -3.4990 -3.5180 -0.1637 -0.25 0.01 0.00 0.288
```
Positions in Å, forces in eV/Å.

E_tot	-34783.8480	eV
LUMO level	-4.0	eV
total charge	+1
M	287.25	u
E_HOMO	-13.1638	eV
frontier orbital gap	9.172	eV



2.
C6H8N2O | wB97M-V/def2-TZVPD

Structure (XYZ):
```
17
Properties=species:S:1:pos:R:3:forces:R:3:mulliken_charge:R:1
H 2.5914 0.7856 -0.2267 2.87 2.81 -0.29 0.191
N 1.8131 0.2533 -0.2506 -2.58 -2.93 -0.09 -0.593
C 0.6877 0.7888 -0.0751 0.67 -0.77 1.02 0.667
C 0.3658 2.2207 0.1450 -1.66 -0.91 0.53 -1.265
C -0.4369 -0.1492 0.2500 -0.10 1.03 -0.09 0.221
C -1.8089 -0.0949 -0.0532 1.86 1.73 1.02 0.934
O -2.5837 0.9439 -0.3399 -2.55 -0.91 0.19 -0.478
C -1.4410 -1.3102 -0.5165 -0.26 -2.11 -0.95 -1.091
N -0.3792 -1.5230 0.4924 -0.84 -1.15 0.06 -0.091
C 0.7294 -2.3711 0.1165 0.84 0.33 1.19 -0.938
H 1.0198 2.9030 -0.2746 1.82 1.07 -0.78 0.442
H -0.5421 2.3117 -0.4520 -0.55 0.69 0.71 0.334
H 0.2702 2.4383 1.2324 -0.46 -0.13 -0.82 0.268
H -3.4958 0.5466 -0.2280 1.06 1.18 -0.51 0.370
H 1.5368 -2.0663 0.7647 0.40 -0.08 0.15 0.371
H 0.5947 -3.4290 0.2758 -0.88 -0.21 0.31 0.292
H 1.0788 -2.2483 -0.8603 0.39 0.36 -1.67 0.366
```
Positions in Å, forces in eV/Å.

relative energy (zero: lowest compared OMol25 entry of this formula, charge and spin)	134.0	kcal/mol
E_tot	-11373.5361	eV
LUMO level	0.2	eV
M	124.14	u
E_HOMO	-8.2988	eV
structure (SMILES)	[H]/N=C(\C)[C@]12C(O)=C1N2C
frontier orbital gap	8.505	eV